Entry 1:
DFT (ωB97M-V/def2-TZVPD) results for a structure of composition C42H50BClN4O4P2ReS2Se2.

XYZ file:
```
109
Properties=species:S:1:pos:R:3
Re 0.786 -0.336 0.441
O 6.266 -2.078 1.836
C 6.315 -0.889 1.061
C 4.882 -0.432 0.762
C 5.005 0.800 -0.141
O 3.803 1.553 -0.208
C 4.251 -0.049 2.097
Se 2.499 0.802 1.968
C 4.144 -1.607 0.097
Se 2.597 -1.216 -1.058
H 7.163 -2.376 2.012
H 6.836 -1.060 0.111
H 6.840 -0.093 1.603
H 5.322 0.496 -1.144
H 5.763 1.474 0.265
H 3.207 1.066 -0.804
H 4.877 0.669 2.629
H 4.107 -0.932 2.712
H 3.839 -2.312 0.870
H 4.842 -2.130 -0.558
C -2.814 3.819 -4.796
S -4.057 4.007 -3.501
C -4.438 2.274 -3.123
C -3.637 1.680 -1.971
C -2.147 1.690 -2.258
N -1.336 1.080 -1.207
P 0.187 1.662 -0.687
C 0.901 2.406 -2.196
C 0.696 3.754 -2.502
C 1.144 4.278 -3.706
C 1.804 3.465 -4.618
C 2.013 2.126 -4.322
C 1.562 1.600 -3.120
C -0.127 3.114 0.348
C -1.403 3.451 0.781
C -1.583 4.497 1.676
C -0.488 5.210 2.138
C 0.791 4.877 1.707
C 0.974 3.830 0.818
P -1.135 -0.588 -0.878
C -2.596 -1.186 0.021
C -3.335 -0.344 0.847
C -4.302 -0.864 1.697
C -4.542 -2.231 1.722
C -3.817 -3.079 0.894
C -2.845 -2.560 0.051
C -1.347 -1.369 -2.516
C -2.615 -1.632 -3.039
C -2.761 -2.126 -4.326
C -1.639 -2.366 -5.109
C -0.374 -2.116 -4.598
C -0.231 -1.620 -3.309
H -2.606 4.818 -5.176
H -3.201 3.212 -5.615
H -1.883 3.389 -4.427
H -4.296 1.694 -4.038
H -5.501 2.237 -2.887
H -3.988 0.659 -1.791
H -3.834 2.243 -1.055
H -1.823 2.728 -2.357
H -1.947 1.198 -3.219
H 0.183 4.398 -1.799
H 0.976 5.324 -3.930
H 2.158 3.877 -5.555
H 2.532 1.486 -5.026
H 1.741 0.558 -2.894
H -2.257 2.881 0.439
H -2.579 4.738 2.025
H -0.627 6.017 2.845
H 1.649 5.425 2.075
H 1.976 3.564 0.496
H -3.143 0.721 0.849
H -4.845 -0.197 2.354
H -5.290 -2.638 2.391
H -3.995 -4.148 0.918
H -2.267 -3.231 -0.576
H -3.496 -1.460 -2.432
H -3.750 -2.323 -4.719
H -1.753 -2.756 -6.113
H 0.505 -2.312 -5.199
H 0.757 -1.446 -2.913
N 0.298 -7.201 2.779
C -0.437 -6.163 3.191
S -1.628 -6.354 4.307
C -0.090 -4.840 2.587
C -0.819 -3.711 2.912
C -0.507 -2.497 2.339
N 0.486 -2.325 1.456
C 1.190 -3.416 1.142
C 0.945 -4.664 1.679
H 0.045 -8.115 3.114
H 0.926 -7.136 1.998
H -1.641 -3.776 3.611
H -1.081 -1.621 2.601
H 1.975 -3.280 0.414
H 1.599 -5.464 1.360
B -2.062 1.284 3.973
C -1.118 0.841 2.799
N -0.470 0.449 1.926
H -1.437 2.024 4.698
H -2.377 0.252 4.536
H -3.023 1.829 3.467
Cl 1.957 0.021 6.781
C 1.031 -0.773 5.482
C 1.824 -0.773 4.191
O 2.222 -1.781 3.661
O 2.009 0.461 3.732
H 0.101 -0.221 5.348
H 0.840 -1.797 5.779
```

Output
Net charge: 0
Energy in eV: -244788.6911
Energy above the lowest of the compared OMol25 structures with the same formula, charge and spin in kcal/mol: 0.0
Gap between HOMO and LUMO (alpha / beta) in eV: 6.521 / 6.637
E_HOMO (alpha / beta) in eV: -7.201 / -7.345
2S+1: 2
LUMO energy (alpha / beta) in Ha: -0.0250 / -0.0260


Entry 2:
DFT (ωB97M-V/def2-TZVPD) results for a structure of composition C42H50Cl2N2O4Ti in a non-equilibrium geometry.

XYZ file:
```
101
Properties=species:S:1:pos:R:3
Ti -0.607 -0.033 -1.803
C 4.789 -0.695 3.741
C 3.248 -0.728 3.664
C 2.855 0.465 4.550
C 2.747 -1.993 4.375
C 2.704 -0.540 2.286
C 1.351 -0.417 2.049
C 0.912 -0.397 0.744
N -0.372 -0.471 0.295
C -1.495 -0.883 0.927
C -1.720 -1.335 2.248
C -2.948 -1.852 2.618
C -3.948 -2.039 1.652
C -3.814 -1.654 0.304
C -2.604 -1.024 0.024
O -2.252 -0.665 -1.210
C -4.883 -1.837 -0.723
C -5.298 -0.521 -1.366
C -4.358 -2.759 -1.883
C -6.133 -2.508 -0.170
C -3.146 -2.112 4.167
C -3.428 -0.707 4.716
C -1.892 -2.714 4.869
C -4.425 -3.015 4.327
C 1.809 -0.229 -0.332
O 1.172 -0.024 -1.528
C 3.193 -0.517 -0.175
C 3.590 -0.608 1.169
C 4.171 -0.692 -1.344
C 5.613 -0.809 -0.858
C 4.045 0.442 -2.357
C 3.807 -2.028 -2.059
H 5.097 -0.781 4.763
H 5.189 0.262 3.368
H 5.225 -1.558 3.206
H 3.306 0.331 5.542
H 1.815 0.498 4.810
H 3.220 1.398 4.203
H 3.190 -2.070 5.379
H 3.039 -2.861 3.769
H 1.644 -2.050 4.438
H 0.686 -0.287 2.877
H -0.942 -1.213 2.970
H -4.844 -2.526 1.895
H -4.421 -0.049 -1.801
H -5.802 0.090 -0.612
H -5.958 -0.757 -2.237
H -3.510 -2.300 -2.369
H -5.184 -2.859 -2.593
H -4.070 -3.749 -1.536
H -6.608 -2.036 0.706
H -5.958 -3.538 0.232
H -6.905 -2.521 -0.932
H -2.475 -0.174 4.770
H -3.876 -0.775 5.717
H -4.128 -0.143 4.107
H -0.956 -2.191 4.694
H -1.783 -3.718 4.569
H -2.113 -2.616 5.936
H -5.296 -2.568 3.897
H -4.627 -3.088 5.437
H -4.317 -3.989 3.927
H 4.655 -0.738 1.335
H 6.003 0.036 -0.317
H 6.268 -0.845 -1.733
H 5.757 -1.801 -0.329
H 4.198 1.393 -1.762
H 3.064 0.358 -2.882
H 4.759 0.297 -3.126
H 3.887 -2.824 -1.344
H 4.422 -2.136 -2.951
H 2.767 -1.984 -2.418
Cl -0.887 2.311 -0.775
C 0.686 3.014 -0.931
C 1.128 3.742 0.189
C 2.346 4.429 0.133
C 3.101 4.417 -1.021
C 2.652 3.695 -2.091
Cl 3.688 3.811 -3.531
C 1.444 3.023 -2.107
N 0.958 2.355 -3.296
C 0.145 3.140 -4.190
C 0.002 4.514 -4.045
C -0.791 5.173 -4.956
C -1.371 4.549 -6.060
C -1.239 3.155 -6.193
C -0.482 2.436 -5.263
C -0.325 0.949 -5.308
C -0.827 0.339 -4.081
O -0.437 -0.822 -3.646
O -1.538 1.023 -3.283
H 0.511 3.802 1.074
H 2.643 5.052 0.991
H 4.065 4.964 -1.001
H 1.732 1.914 -3.790
H 0.560 5.008 -3.275
H -0.978 6.222 -4.794
H -1.969 5.087 -6.798
H -1.848 2.643 -6.961
H 0.707 0.661 -5.401
H -0.778 0.377 -6.109
```

Output
Net charge: +1
Energy in eV: -103694.1305
Gap between HOMO and LUMO (alpha / beta) in eV: 6.985 / 5.791
E_HOMO (alpha / beta) in eV: -10.391 / -10.833
2S+1: 2
LUMO energy (alpha / beta) in Ha: -0.1252 / -0.1853


Entry 3:
DFT (ωB97M-V/def2-TZVPD) results for a cluster of 5 separate species, C42H50ClF17N6O4P2S in total in a non-equilibrium geometry.

XYZ file:
```
123
Properties=species:S:1:pos:R:3
C 6.591 -3.209 0.582
C 5.629 -2.033 0.818
C 4.131 -2.321 0.544
N 3.361 -2.647 1.765
C 2.144 -1.898 1.936
C 0.953 -2.559 1.787
C 1.069 -4.017 1.399
C 1.296 -4.975 2.590
C 0.847 -4.445 3.951
O 0.710 -6.242 2.290
C -0.256 -1.921 1.978
C -1.591 -2.643 1.837
F -1.509 -3.969 2.041
F -2.450 -2.191 2.780
C -2.171 -2.414 0.408
F -1.292 -3.006 -0.441
F -2.198 -1.126 0.058
C -3.550 -3.053 0.090
F -3.537 -4.377 0.281
F -3.740 -2.884 -1.241
C -4.765 -2.485 0.887
F -4.601 -1.221 1.308
F -4.879 -3.246 1.992
C -6.139 -2.602 0.143
F -7.086 -2.739 1.091
F -6.199 -3.727 -0.582
C -6.485 -1.391 -0.785
F -5.390 -0.748 -1.210
F -7.081 -1.883 -1.894
C -7.460 -0.335 -0.173
F -7.216 0.824 -0.827
F -7.197 -0.081 1.109
C -8.988 -0.638 -0.394
F -9.284 -1.931 -0.354
F -9.407 -0.062 -1.514
F -9.655 -0.046 0.617
C -0.206 -0.580 2.286
Cl -1.631 0.402 2.514
C 0.968 0.078 2.418
C 2.172 -0.560 2.251
N 3.348 0.175 2.408
C 3.410 1.361 1.641
C 4.490 1.620 0.835
C 4.493 2.777 0.116
C 3.466 3.674 0.190
P 3.504 5.191 -0.831
P 3.510 4.421 -2.865
O 4.347 5.265 -3.714
O 1.998 4.404 -3.433
O 4.063 2.900 -2.963
C 2.400 3.418 1.008
C 2.394 2.260 1.720
S 1.045 1.815 2.794
H 6.658 -3.869 1.441
H 7.583 -2.778 0.426
H 6.314 -3.724 -0.336
H 5.918 -1.152 0.247
H 5.740 -1.742 1.871
H 4.109 -3.218 -0.084
H 3.654 -1.508 -0.007
H 3.919 -2.530 2.602
H 0.238 -4.350 0.789
H 1.947 -4.135 0.770
H 2.373 -5.146 2.668
H -0.214 -4.215 4.004
H 1.479 -3.596 4.216
H 1.055 -5.225 4.687
H 1.324 -6.932 2.548
H 4.178 -0.391 2.315
H 5.319 0.931 0.780
H 5.343 2.959 -0.527
H 4.772 5.801 -0.765
H 1.865 3.608 -3.964
H 3.488 2.264 -2.514
H 1.570 4.104 1.086
C 7.334 -8.526 1.925
C 7.899 -7.582 2.980
C 6.853 -7.141 4.008
C 5.810 -6.307 3.413
N 4.997 -5.648 2.941
H 6.570 -8.036 1.319
H 8.125 -8.860 1.254
H 6.890 -9.410 2.387
H 8.334 -6.708 2.492
H 8.709 -8.087 3.510
H 7.341 -6.572 4.802
H 6.396 -8.013 4.480
C -7.659 -2.216 -5.039
C -8.092 -1.055 -5.928
C -9.119 -1.464 -6.988
C -8.558 -2.381 -7.979
N -8.113 -3.097 -8.757
H -7.142 -2.987 -5.614
H -6.978 -1.865 -4.268
H -8.519 -2.675 -4.547
H -7.215 -0.617 -6.407
H -8.534 -0.277 -5.302
H -9.480 -0.573 -7.505
H -9.986 -1.927 -6.513
C 2.562 9.941 0.789
C 1.159 9.343 0.837
C 0.895 8.546 2.117
C 1.718 7.341 2.194
N 2.361 6.391 2.241
H 3.329 9.164 0.770
H 2.682 10.546 -0.110
H 2.747 10.583 1.653
H 1.004 8.709 -0.034
H 0.430 10.146 0.777
H -0.157 8.253 2.147
H 1.074 9.168 2.996
C -0.819 5.933 -2.635
C -2.255 6.447 -2.637
C -2.347 7.961 -2.859
C -1.777 8.715 -1.745
N -1.333 9.303 -0.865
H -0.245 6.348 -1.804
H -0.806 4.848 -2.535
H -0.307 6.189 -3.564
H -2.740 6.178 -1.697
H -2.809 5.949 -3.435
H -3.394 8.248 -2.974
H -1.840 8.238 -3.784
```

Output
Net charge: 0
Energy in eV: -149629.7444
Gap between HOMO and LUMO in eV: 8.338
SMILES: CCCNc1c(C[C@@H](C)O)c(C(F)(F)C(F)(F)C(F)(F)C(F)(F)C(F)(F)C(F)(F)C(F)(F)C(F)(F)F)c(Cl)c2c1Nc1ccc(PP(=O)(O)O)cc1S2.CCCC#N.CCCC#N.CCCC#N.CCCC#N
E_HOMO in eV: -8.290
2S+1: 1
LUMO energy in Ha: 0.0018


Entry 4:
DFT (ωB97M-V/def2-TZVPD) results for a structure of composition C42H50MnN6O5S in a non-equilibrium geometry.

XYZ file:
```
105
Properties=species:S:1:pos:R:3
Mn 0.640 -0.086 -0.095
C -0.771 1.982 5.386
C -1.383 0.580 5.256
C -0.808 -0.163 4.087
C 0.169 -1.111 4.092
C 0.925 -1.668 5.259
C 2.321 -1.036 5.375
C 0.435 -1.425 2.702
N -0.349 -0.681 1.878
C -1.127 0.083 2.692
C -2.126 0.962 2.278
C -2.473 1.247 0.954
C -3.510 2.174 0.540
C -4.368 2.988 1.459
C -5.456 2.168 2.164
C -3.486 2.176 -0.826
C -2.432 1.253 -1.207
C -2.035 0.979 -2.518
C -0.988 0.150 -2.922
N -0.170 -0.568 -2.099
C 0.642 -1.292 -2.917
C 1.599 -2.222 -2.499
C 1.874 -2.583 -1.183
N 1.276 -2.016 -0.105
C 1.768 -2.650 0.988
C 1.385 -2.365 2.296
C 2.729 -3.658 0.598
C 2.801 -3.611 -0.763
C 3.674 -4.414 -1.678
C 4.849 -3.586 -2.216
C 3.500 -4.541 1.530
C 2.653 -5.679 2.114
C 0.366 -1.004 -4.304
C -0.652 -0.093 -4.311
C -1.273 0.553 -5.513
C -2.232 -0.373 -6.271
C 1.068 -1.603 -5.483
C 0.608 -3.033 -5.798
N -1.848 0.715 -0.116
C -4.335 2.969 -1.771
C -5.426 2.125 -2.443
H -1.184 2.524 6.243
H -0.957 2.560 4.481
H 0.310 1.909 5.511
H -2.468 0.666 5.146
H -1.195 0.019 6.176
H 1.024 -2.752 5.151
H 0.371 -1.485 6.185
H 2.853 -1.127 4.428
H 2.912 -1.511 6.164
H 2.234 0.028 5.599
H -2.678 1.483 3.051
H -4.846 3.791 0.891
H -3.734 3.461 2.216
H -6.137 1.729 1.432
H -6.035 2.796 2.847
H -5.013 1.352 2.736
H -2.597 1.475 -3.302
H 2.177 -2.710 -3.274
H 1.912 -2.899 3.078
H 3.078 -4.793 -2.515
H 4.064 -5.285 -1.144
H 4.480 -2.725 -2.774
H 5.491 -4.185 -2.870
H 5.444 -3.196 -1.390
H 3.905 -3.934 2.345
H 4.353 -4.968 0.996
H 1.794 -5.276 2.650
H 3.240 -6.293 2.804
H 2.277 -6.318 1.313
H -0.484 0.882 -6.198
H -1.815 1.449 -5.207
H -1.700 -1.250 -6.643
H -2.685 0.141 -7.125
H -3.027 -0.714 -5.607
H 2.147 -1.615 -5.302
H 0.898 -0.974 -6.363
H 0.798 -3.687 -4.946
H 1.135 -3.431 -6.670
H -0.464 -3.056 -6.000
H -3.702 3.414 -2.545
H -4.810 3.793 -1.232
H -4.981 1.299 -2.998
H -6.022 2.730 -3.133
H -6.093 1.702 -1.689
O 4.233 -0.103 0.254
S 3.052 0.746 0.178
O 3.380 2.170 0.305
O 2.279 0.478 -1.093
O 2.046 0.379 1.245
N 1.864 4.013 3.172
C 1.099 4.832 2.390
O 0.813 5.974 2.730
C 0.687 4.214 1.115
C 0.463 4.995 -0.014
C 0.277 4.356 -1.224
C 0.304 2.969 -1.270
N 0.404 2.215 -0.177
C 0.596 2.832 0.976
H 2.289 4.424 3.984
H 2.339 3.233 2.732
H 0.499 6.074 0.073
H 0.134 4.921 -2.136
H 0.253 2.439 -2.210
H 0.682 2.185 1.840
```

Output
Net charge: -2
Energy in eV: -105705.2108
Energy above the lowest of the compared OMol25 structures with the same formula, charge and spin in kcal/mol: 32.0
Gap between HOMO and LUMO (alpha / beta) in eV: 5.065 / 5.581
E_HOMO (alpha / beta) in eV: -0.677 / -1.194
2S+1: 6
LUMO energy (alpha / beta) in Ha: 0.1613 / 0.1612


Q: Which of these has the lowest energy?
A: C42H50BClN4O4P2ReS2Se2